# C6H12N2

A molecular structure, C6H12N2 (ωB97M-V with the def2-TZVPD basis set, the OMol25 dataset).

```
20
Properties=species:S:1:pos:R:3
C -1.764 0.620 -0.885
C -0.346 0.509 -0.210
C -0.377 0.490 1.218
C 0.730 -1.580 0.946
C 0.452 -0.792 -0.469
C 1.042 1.127 -0.878
H -2.355 -0.336 -0.678
H -2.322 1.473 -0.196
H -1.577 0.825 -1.906
H -1.139 0.861 1.925
H 0.575 1.150 1.616
H -1.128 -1.354 1.529
H 1.747 -1.498 1.468
H 0.706 -2.737 0.959
H -0.099 -1.143 -1.430
H 1.820 -0.190 -1.902
H 1.484 1.924 -0.221
H 1.004 1.660 -1.952
N -0.260 -0.872 1.803
N 1.807 -0.138 -0.737
```

Computed properties:
DFT total energy ... -345.1488 Eh
Multiplicity ... 1
E_HOMO ... -9.261 eV
Charge ... 0

Okay, here come the Löwdin numbers, in e, for every atom: -0.028, -0.452, -0.251, -0.150, -0.254, -0.191, 0.093, 0.133, 0.042, 0.119, 0.166, 0.098, 0.118, 0.115, 0.158, 0.157, 0.091, 0.138, -0.077, -0.026

---

# C6H12N2

2 unconnected molecules or ions with the total composition C6H12N2 (ωB97M-V with the def2-TZVPD basis set, the OMol25 dataset).

```
20
Properties=species:S:1:pos:R:3
C 2.308 -2.160 0.749
C 1.007 -1.657 0.193
C -0.227 -2.108 0.604
N -1.169 -1.535 -0.163
C -0.511 -0.663 -1.044
N 0.754 -0.763 -0.833
H 2.912 -1.560 1.411
H 3.007 -2.370 -0.060
H 2.001 -3.173 1.022
H -0.416 -2.894 1.322
H -2.132 -1.753 -0.008
H -1.107 -0.188 -1.800
C -0.904 2.721 0.560
C -0.642 2.416 -0.923
H 0.010 2.926 1.122
H -1.433 3.680 0.634
H -1.539 1.981 1.049
H -1.509 1.855 -1.242
H -0.676 3.370 -1.446
H 0.268 1.875 -1.146
```

Computed properties:
DFT total energy ... -345.3001 Eh
Multiplicity ... 1
SMILES string ... Cc1c[nH]cn1.CC
E_HOMO ... -8.494 eV
Charge ... 0

Okay, here come the Löwdin numbers, in e, for every atom: -0.047, -0.327, -0.110, 0.048, -0.202, 0.086, 0.067, 0.070, 0.073, 0.117, 0.137, 0.108, -0.164, -0.177, 0.061, 0.058, 0.056, 0.037, 0.062, 0.046

---

The following energy relative to the best compared isomer or geometry (same formula, charge and spin) values (in kcal per mole) correspond, in order, to the records above: 112.39 17.43.
The following strongest force on any atom values (in eV Å⁻¹) correspond, in order, to the records above: 7.0 3.0.
The following orbital gap values (in eV) correspond, in order, to the records above: 10.1 9.4.